An isolated molecule of C4H8O2. Source: OMol25; level of theory: wB97M-V/def2-TZVPD.

Properties
Charge: 0
Energy above the lowest of the compared OMol25 structures with the same formula, charge and spin, kJ/mol: 134.72
Lowest unoccupied orbital energy, eV: 0.94
SMILES string: CC[C@@H](O)C=O

XYZ file:
```
14
C4H8O2 | OMol25 | wB97M-V/def2-TZVPD
C -1.555 -0.814 0.219
C -0.566 -0.067 -0.701
C 0.453 0.806 0.115
O 0.394 0.592 1.498
C 1.855 0.454 -0.352
O 2.527 -0.339 0.269
H -2.532 -0.323 0.237
H -1.209 -0.835 1.256
H -1.689 -1.848 -0.107
H -1.099 0.578 -1.411
H -0.014 -0.786 -1.324
H 0.258 1.870 -0.058
H 0.946 -0.195 1.652
H 2.232 0.907 -1.290
```


An isolated molecule of C6H6N4O2S2 in a non-equilibrium geometry. Source: OMol25; level of theory: wB97M-V/def2-TZVPD.

Properties
Charge: 0
Energy above the lowest of the compared OMol25 structures with the same formula, charge and spin, kJ/mol: 41.18
Lowest unoccupied orbital energy (alpha / beta), eV: 0.05 / -1.24

XYZ file:
```
20
C6H6N4O2S2 | OMol25 | wB97M-V/def2-TZVPD
C -0.887 0.382 0.438
C -2.089 0.871 -0.299
C -4.298 -0.300 -0.091
C 0.208 1.241 0.281
C 1.880 -1.521 -0.272
C 1.529 0.922 0.443
N -3.203 0.073 0.012
N 1.961 -1.264 -1.740
N 2.304 -0.395 -2.425
N 2.086 -0.371 0.493
O -2.081 1.738 -1.156
O 2.524 1.856 0.557
S -5.575 -1.162 -0.172
S -0.881 -1.081 1.474
H -0.118 2.264 -0.066
H 0.873 -2.116 -0.073
H 2.631 -2.320 0.015
H -2.201 -1.362 1.264
H 3.095 -0.253 0.714
H 2.242 2.798 0.603
```


A structure of composition CH9N6 in a non-equilibrium geometry. Source: OMol25; level of theory: wB97M-V/def2-TZVPD.

Properties
Charge: +1
Energy above the lowest of the compared OMol25 structures with the same formula, charge and spin, kJ/mol: 41.00
Lowest unoccupied orbital energy, eV: -2.97

XYZ file:
```
16
CH9N6 | OMol25 | wB97M-V/def2-TZVPD
C 1.366 0.230 -0.150
N 0.130 0.570 -0.033
N 1.785 -0.457 -1.194
N 2.276 0.299 0.952
N -2.024 0.126 -0.951
N -2.327 -0.788 1.007
N -2.724 -0.018 0.080
H 1.482 -0.220 -2.087
H 2.740 -0.578 -1.356
H 1.975 0.869 1.750
H 3.282 0.194 0.832
H -0.779 0.231 -0.685
H -2.509 0.758 -1.585
H -2.945 -1.000 1.724
H -1.574 -1.409 1.001
H -0.155 1.194 0.694
```


An isolated molecule of C5H6O2. Source: OMol25; level of theory: wB97M-V/def2-TZVPD.

Properties
Charge: 0
Energy above the lowest of the compared OMol25 structures with the same formula, charge and spin, kJ/mol: 230.08
Lowest unoccupied orbital energy, eV: 0.75
SMILES string: O=CCC#CCO

XYZ file:
```
13
C5H6O2 | OMol25 | wB97M-V/def2-TZVPD
O 2.523 0.753 -1.197
C 2.345 -0.028 -0.034
C 0.927 -0.229 0.308
C -0.243 -0.347 0.573
C -1.693 -0.444 0.754
C -2.371 0.080 -0.505
O -3.224 0.930 -0.500
H 2.090 1.604 -1.049
H 2.866 0.409 0.831
H 2.816 -0.992 -0.245
H -2.049 0.133 1.612
H -1.986 -1.494 0.898
H -2.003 -0.375 -1.447
```